# 1
ORCA calculation (the ωB97M-V functional and the def2-TZVPD basis) on a single C3H4N2OS2 molecule in a non-equilibrium geometry.

Cartesian coordinates (Å):
O1 -0.953 -2.637 0.347
C1 -0.620 -2.050 -0.618
C2 0.155 -0.766 -0.442
C3 0.155 -0.169 1.023
N1 -0.195 1.012 1.373
S1 -0.954 2.174 0.118
N2 0.467 0.127 -1.484
S2 1.391 1.348 -1.467
H1 -0.569 -2.437 -1.728
H2 0.131 -1.150 1.761
H3 -0.816 3.136 1.114
H4 1.809 1.413 0.002

* charge: 0
* energy relative to the best compared isomer or geometry (same formula, charge and spin): 474.9 kJ/mol
* LUMO: -0.042 Ha
* spin multiplicity: 1
* E_HOMO: -8.9 eV
* E_tot: -1097.673650 Eh
* SMILES: O=CC(/C=N\S)=N/S

Atomic partial charges in e from the natural (NBO) method, atoms 1 to 2: O -0.51; C 0.40

# 2
ORCA calculation (the ωB97M-V functional and the def2-TZVPD basis) on a single C3H4N2OS2 molecule in a non-equilibrium geometry.

Cartesian coordinates (Å):
H1 0.280 -2.278 1.619
N1 -0.470 -1.920 1.038
C1 -0.341 -0.700 0.662
C2 0.892 0.194 0.824
S1 1.516 0.554 -0.873
C3 0.006 1.178 -1.508
S2 -0.025 1.929 -2.990
O1 -1.083 1.098 -0.753
N2 -1.378 -0.080 -0.063
H2 0.694 1.117 1.351
H3 1.767 -0.342 1.354
H4 -1.856 -0.750 -0.662

* charge: 0
* energy relative to the best compared isomer or geometry (same formula, charge and spin): 252.6 kJ/mol
* LUMO: -0.009 Ha
* spin multiplicity: 1
* E_HOMO: -9.1 eV
* E_tot: -1097.758325 Eh
* SMILES: [H]/N=C1\CSC(=S)ON1

Atomic partial charges in e from the natural (NBO) method, atoms 1 to 2: H 0.36; N -0.67

# 3
ORCA calculation (the ωB97M-V functional and the def2-TZVPD basis) on a gas-phase ion, C3H4N2S (charge +2) in a non-equilibrium geometry.

Cartesian coordinates (Å):
C1 -1.577 0.984 -2.254
C2 0.199 0.679 -0.292
C3 -0.147 -0.563 0.485
N1 -0.309 -0.378 -0.969
N2 -0.033 1.894 -0.464
S1 -1.042 2.485 -1.889
H1 -0.934 -0.573 1.279
H2 0.743 -1.285 0.541
H3 0.069 -1.071 -1.643
H4 0.194 2.715 0.147

* charge: +2
* energy relative to the best compared isomer or geometry (same formula, charge and spin): 320.6 kJ/mol
* LUMO (alpha / beta): -0.438 / -0.513 Ha
* spin multiplicity: 3
* E_HOMO (alpha / beta): -19.9 / -21.7 eV
* E_tot: -623.344141 Eh
* ⟨S²⟩: 2.038

Atomic partial charges in e from the natural (NBO) method, atoms 1 to 2: C 0.18; C 0.54